Molecular formula: C13H38BF9N14O8S
Method: DFT, ωB97M-V/def2-TZVPD

Results
HOMO level ... -8.92 eV
Kohn-Sham gap ... 0.231 Eh
SMILES ... OBCCCCC(F)(F)C(F)(F)S(F)(F)(F)(F)F.NC(N)=O.NC(N)=O.NC(N)=O.NC(N)=O.NC(N)=O.NC(N)=O.NC(N)=O

XYZ file:
```
84
Properties=species:S:1:pos:R:3:forces:R:3:lowdin_charge:R:1
O -3.3509 -1.5734 0.3721 0.8 3.4 1.3 -0.043
B -2.4336 -0.3958 0.2915 0.0 -2.2 1.2 -0.179
C -0.9054 -0.3706 0.9647 0.1 -0.2 -0.6 -0.166
C 0.1339 -0.1831 -0.3257 0.3 -0.8 1.3 -0.209
C 1.7028 0.0019 0.2123 -0.9 0.0 0.1 -0.171
C 2.5137 1.0087 -0.8211 -0.9 -0.4 0.3 -0.091
C 2.8967 2.4071 -0.0215 -0.7 -2.3 2.5 -0.193
F 3.6792 1.9343 1.1859 -1.9 1.9 -3.4 -0.017
F 1.6884 3.0761 0.5923 4.0 -1.7 -2.4 0.004
C 3.8939 3.4138 -0.8155 3.2 -0.1 4.4 -0.219
F 4.2059 4.5850 0.0638 -0.8 -4.1 -3.0 0.025
F 5.1944 2.6701 -1.0097 -4.3 2.4 0.5 -0.015
S 3.3643 4.0310 -2.4788 -0.1 4.1 -3.5 1.093
F 3.0536 5.6029 -1.7772 0.3 -3.3 -1.7 -0.200
F 4.9956 4.6063 -2.7405 -3.3 -1.5 0.4 -0.203
F 3.6990 2.5672 -3.3003 -0.9 3.0 2.1 -0.170
F 1.7061 3.6940 -2.2618 3.7 0.1 0.0 -0.188
F 2.9665 4.7269 -3.9959 0.9 -1.5 3.0 -0.188
H -4.1546 -1.2538 0.9033 1.3 -0.7 -1.3 0.099
H -2.7472 0.5977 -0.2933 -0.3 0.0 0.0 0.067
H -0.6648 -1.3558 1.5783 -0.3 2.2 -1.2 0.120
H -0.8157 0.6032 1.6451 -0.2 -2.1 -1.3 0.116
H -0.2431 0.7417 -0.9428 0.9 -1.9 1.0 0.114
H 0.1131 -1.1967 -0.9172 -0.2 2.2 0.7 0.123
H 1.6068 0.4272 1.3055 0.5 -0.7 -2.3 0.115
H 2.2553 -1.0509 0.2830 -1.3 2.4 -0.2 0.127
H 1.7752 1.1865 -1.7358 1.8 0.0 2.0 0.127
H 3.4576 0.4233 -1.2160 -1.6 1.8 0.9 0.138
N -0.8039 3.5761 -6.5763 -0.5 -0.2 -1.5 0.154
C -0.7192 3.2854 -5.2656 -0.4 -0.2 0.1 -0.717
N 0.3033 3.8813 -4.6261 0.8 0.2 1.0 0.153
O -1.5062 2.5413 -4.7024 -0.2 -0.2 0.2 0.012
H -0.1654 4.1866 -7.0578 -0.1 0.2 0.2 0.059
H -1.5597 3.1482 -7.0950 0.3 0.1 0.3 0.108
H 0.4031 3.6891 -3.6379 -0.3 0.1 -0.8 0.070
H 0.9616 4.4971 -5.0727 -0.3 0.0 -0.1 0.061
N -4.2964 -3.4473 4.0710 1.1 -0.3 0.8 0.159
C -5.2398 -2.6311 3.5673 -0.3 0.2 -0.3 -0.721
N -6.3029 -3.2644 3.0398 -0.5 0.1 -0.5 0.155
O -5.1392 -1.4146 3.5873 0.2 0.8 0.0 -0.003
H -4.3614 -4.4512 4.0638 0.1 -0.2 0.1 0.068
H -3.4794 -3.0109 4.4778 -0.2 -0.1 -0.4 0.110
H -7.0362 -2.6868 2.6498 0.3 -0.3 0.2 0.108
H -6.4037 -4.2650 3.0142 -0.2 0.2 0.0 0.061
N 7.3991 0.9271 -1.6850 -1.2 0.7 -0.2 0.154
C 8.2996 0.0727 -1.1665 -0.2 -0.3 0.6 -0.721
N 9.4282 -0.0550 -1.8874 1.4 -0.5 -0.5 0.147
O 8.1081 -0.5373 -0.1264 0.0 -0.1 0.1 0.015
H 7.5387 1.4384 -2.5401 0.0 -0.1 0.2 0.101
H 6.5354 1.0523 -1.1733 0.4 0.0 -0.2 0.082
H 10.1323 -0.6886 -1.5321 -0.3 0.3 -0.2 0.112
H 9.6040 0.4388 -2.7460 0.0 -0.1 0.2 0.097
N -4.0619 -5.0501 7.0717 0.2 1.3 0.3 0.159
C -4.1578 -6.2282 6.4295 0.0 0.1 -0.5 -0.708
N -4.3394 -7.2904 7.2347 -0.2 -1.5 0.4 0.149
O -4.0858 -6.3255 5.2147 0.0 0.0 -0.3 0.019
H -4.1187 -4.9499 8.0712 0.0 0.0 -0.2 0.100
H -3.9248 -4.2251 6.5025 -0.2 -0.2 0.2 0.090
H -4.4166 -8.1965 6.7914 0.0 0.4 0.2 0.113
H -4.4012 -7.2303 8.2370 0.0 0.0 -0.2 0.097
N -10.0182 -5.8362 4.0249 -0.3 -0.6 1.3 0.154
C -9.2636 -5.3471 3.0244 0.6 0.0 0.0 -0.692
N -9.9593 -4.9399 1.9475 -0.3 0.6 -1.3 0.156
O -8.0463 -5.2785 3.0886 -0.2 -0.3 0.0 0.014
H -11.0216 -5.9007 3.9907 0.2 0.0 0.0 0.099
H -9.5337 -6.1537 4.8543 -0.2 0.1 -0.3 0.115
H -9.4292 -4.5651 1.1716 -0.2 -0.2 0.3 0.116
H -10.9615 -4.9884 1.8761 0.2 0.0 0.0 0.100
N 1.5108 7.1368 -8.7890 -0.5 0.0 -1.3 0.157
C 1.5955 6.8460 -7.4783 -0.1 -0.1 0.1 -0.694
N 2.6180 7.4420 -6.8388 0.8 0.3 1.0 0.161
O 0.8085 6.1019 -6.9150 -0.1 -0.3 0.2 0.019
H 2.1493 7.7472 -9.2705 -0.1 -0.1 0.1 0.101
H 0.7550 6.7089 -9.3077 0.3 0.2 0.2 0.116
H 2.7178 7.2497 -5.8505 0.0 0.1 -0.4 0.111
H 3.2763 8.0578 -7.2853 -0.1 -0.1 0.1 0.102
N 4.1301 -0.7899 4.1071 -0.2 1.0 1.2 0.150
C 3.9125 -1.7075 3.1477 -0.6 -0.4 -0.2 -0.730
N 5.0034 -2.0386 2.4336 0.8 -0.6 -0.9 0.157
O 2.8144 -2.1997 2.9420 -0.2 0.0 0.0 0.009
H 5.0270 -0.3732 4.2916 -0.2 -0.1 -0.1 0.097
H 3.3351 -0.5126 4.6679 0.3 -0.1 -0.2 0.111
H 4.8832 -2.7261 1.7013 0.1 0.3 0.3 0.112
H 5.9159 -1.6443 2.5882 -0.1 0.0 -0.1 0.098
```
Forces are in eV/Å.

Molecular formula: C13H38O6
Method: DFT, ωB97M-V/def2-TZVPD

Results
HOMO level ... -9.92 eV
ΔE to the lowest compared entry with this formula, charge and spin ... 25.53 kcal per mole
Kohn-Sham gap ... 0.386 Eh
SMILES ... CC(C)O.CCO.CCO.CCO.CCO.CCO

XYZ file:
```
57
Properties=species:S:1:pos:R:3:forces:R:3:lowdin_charge:R:1
C -1.2842 -0.2086 4.7108 0.1 0.0 0.3 -0.055
C -0.1363 0.1407 3.7792 -0.4 -0.4 0.1 -0.475
C 0.6432 -1.0968 3.4078 0.8 -0.7 0.1 -0.066
O -0.6764 0.7391 2.5862 0.3 0.1 0.2 -0.060
H -0.9005 -0.8046 5.5437 0.0 -0.1 -0.1 0.078
H -2.0407 -0.7725 4.1656 -0.1 0.0 0.2 0.068
H -1.7260 0.6660 5.1903 -0.1 0.1 -0.4 0.077
H 0.5227 0.8121 4.3438 0.0 0.3 -0.5 0.132
H 1.6127 -0.8894 2.9441 -0.1 0.3 0.0 0.080
H 0.1254 -1.7496 2.7081 -0.3 0.1 0.0 0.051
H 0.8664 -1.6960 4.2947 0.0 0.1 0.0 0.083
H -0.1774 0.3642 1.8466 0.0 0.1 -0.1 0.047
C 1.1918 0.6607 -1.5425 0.5 0.5 -0.5 -0.086
C 1.0605 -0.7964 -1.1733 0.1 0.4 1.6 -0.282
O 0.3132 -0.9582 0.0523 -0.1 0.0 -0.6 -0.109
H 1.8086 0.7541 -2.4440 -0.3 0.0 -0.2 0.068
H 1.7476 1.2542 -0.8133 -0.2 -0.3 0.4 0.069
H 0.2336 1.1585 -1.7022 0.0 -0.1 -0.1 0.068
H 2.0433 -1.1618 -0.8724 0.1 -0.3 -0.6 0.112
H 0.6310 -1.3880 -1.9822 0.1 -0.1 0.0 0.107
H -0.6204 -0.8077 -0.1566 -0.2 0.0 0.1 0.034
C -0.5002 1.5012 -6.2111 -0.4 1.0 0.0 -0.084
C 0.2512 1.6425 -4.8870 -0.7 -0.7 0.0 -0.348
O 1.3318 2.5448 -4.9623 0.3 0.1 0.2 -0.070
H -0.1448 0.6996 -6.8520 0.0 0.0 0.0 0.067
H -0.4313 2.4585 -6.7396 0.3 -0.2 -0.1 0.075
H -1.5814 1.4304 -6.0584 0.1 -0.6 0.2 0.066
H 0.5207 0.6424 -4.5241 0.4 0.1 -0.1 0.098
H -0.4225 2.0161 -4.1120 0.0 0.3 -0.1 0.102
H 2.1582 2.0961 -5.1561 -0.1 -0.1 -0.1 0.085
C -2.8187 -0.5034 -2.4341 0.0 -0.3 -0.2 -0.078
C -3.1850 0.3310 -1.2302 -0.1 0.4 -0.2 -0.297
O -2.4851 -0.1667 -0.0915 0.0 0.0 -0.1 -0.095
H -3.1353 -1.5438 -2.3321 0.0 0.1 0.2 0.080
H -1.7374 -0.5070 -2.5948 0.0 0.1 0.1 0.058
H -3.2838 -0.1248 -3.3459 0.0 0.1 0.1 0.077
H -4.2673 0.3308 -1.0593 0.0 -0.2 0.1 0.113
H -2.9239 1.3789 -1.4262 0.2 -0.1 0.1 0.114
H -2.4545 0.5166 0.5879 0.0 -0.1 0.2 0.091
C -2.1258 -2.9339 1.8768 -0.8 -0.5 -0.7 -0.094
C -3.6184 -3.1926 2.0360 0.2 0.0 0.3 -0.312
O -4.0735 -2.9081 3.3591 0.0 0.0 0.0 -0.086
H -1.9625 -1.8836 2.0928 0.4 0.0 0.1 0.046
H -1.8788 -3.1445 0.8308 0.2 0.3 0.0 0.079
H -1.5181 -3.6170 2.4698 0.0 0.2 0.3 0.079
H -3.8944 -4.2194 1.7767 0.1 0.0 -0.2 0.108
H -4.1548 -2.5056 1.3831 -0.1 -0.1 0.0 0.106
H -3.6854 -3.5622 3.9477 0.0 0.0 0.0 0.078
C 4.4355 1.6610 1.4336 -0.1 -1.0 0.5 -0.104
C 5.3813 2.5658 0.6934 -0.3 -0.1 -0.6 -0.330
O 6.6694 1.9551 0.7354 -0.1 0.2 0.1 -0.081
H 4.8202 1.4810 2.4416 -0.1 0.2 0.0 0.077
H 4.3750 0.6588 0.9954 0.3 0.2 -0.3 0.073
H 3.3934 1.9745 1.4961 0.2 0.5 0.0 0.070
H 5.3783 3.5693 1.1306 0.2 0.0 0.1 0.109
H 5.0597 2.6623 -0.3526 0.0 0.1 0.1 0.107
H 7.2703 2.4757 0.1957 0.0 0.0 0.0 0.079
```
Forces are in eV/Å.

Molecular formula: C13H39N13Na2O11Pb
Method: DFT, ωB97M-V/def2-TZVPD

Results
HOMO level (spin up / spin down) ... -11.43 / -11.44 eV
Net charge ... +1
Multiplicity ... 2
Kohn-Sham gap (spin up / spin down) ... 0.227 / 0.218 Eh

XYZ file:
```
79
Properties=species:S:1:pos:R:3:forces:R:3:lowdin_charge:R:1
Na 1.3932 1.6435 1.2788 0.5 0.0 -0.5 0.445
Na -3.4503 2.0082 1.7425 0.2 -0.5 -0.8 0.625
Pb -1.0535 0.5565 4.1684 0.1 -1.2 -1.5 1.193
C -1.0634 0.4249 0.4948 -0.5 0.2 -3.0 -0.949
O -2.2109 0.4150 -0.0183 -2.1 -1.2 -0.5 -0.105
O -0.9538 1.0705 1.5480 1.1 2.3 5.8 -0.271
O -0.0521 0.0113 -0.1320 0.7 -0.6 0.0 -0.098
C 4.2166 2.7014 -0.8154 0.4 1.6 1.3 -0.085
O 2.9239 2.1003 -0.6835 1.0 -1.6 -1.1 -0.205
C 3.1138 0.7236 -1.1261 -0.6 -1.6 0.8 -0.176
C 3.6137 -0.3116 -0.0812 -0.6 -0.1 0.4 -0.152
N 2.4869 -0.7322 0.8064 1.8 1.6 1.2 -0.071
C 2.7662 -1.7934 1.7872 -0.8 0.0 -0.1 -0.186
C 4.1352 -1.7367 2.4956 0.3 -0.3 -2.8 -0.148
O 5.0569 -2.2926 1.4631 0.1 0.9 2.1 -0.225
C 6.4050 -2.3929 1.9777 -0.2 -1.3 -1.0 -0.092
H 4.7616 2.6037 -1.7543 -0.5 -0.8 -0.2 0.100
H 4.8320 2.4029 0.0334 0.3 -0.4 -0.2 0.092
H 4.1648 3.7821 -0.6827 -0.7 0.1 0.1 0.090
H 3.7012 0.6294 -2.0394 0.1 0.5 0.1 0.132
H 2.1551 0.2412 -1.3161 -0.4 0.8 -0.6 0.088
H 4.4524 0.0395 0.5200 -0.2 0.3 0.2 0.107
H 4.0226 -1.2146 -0.5344 0.0 0.1 -0.7 0.122
H 1.5424 -0.7632 0.4499 0.4 -0.2 -0.6 0.041
H 2.6206 -2.7565 1.2979 0.6 -0.4 0.1 0.118
H 1.9054 -1.7279 2.4527 0.2 -0.1 0.7 0.097
H 4.2557 -2.3227 3.4068 -0.4 0.0 0.0 0.119
H 4.4125 -0.6932 2.6446 0.0 0.1 0.4 0.114
H 6.7983 -3.2716 1.4665 0.1 -0.2 0.1 0.086
H 6.4449 -2.6083 3.0455 -0.2 0.2 0.1 0.083
H 7.1146 -1.6142 1.6981 -0.5 0.7 0.1 0.083
C -1.2422 -2.7309 2.3233 0.8 -2.7 -0.4 -0.750
O -1.1442 -1.8002 3.0925 -1.1 3.2 3.1 -0.177
N -0.5390 -2.7296 1.2445 1.6 1.1 -3.7 0.228
N -1.7632 -3.9332 2.5551 -2.1 -1.2 2.1 0.199
H -0.3241 -1.8043 0.9013 0.4 -0.2 -0.4 0.079
H -0.5906 -3.4708 0.5603 0.0 0.2 0.0 0.136
H -2.0653 -4.5723 1.8338 0.3 0.4 -0.2 0.131
H -2.2974 -4.0509 3.4041 0.1 0.0 0.0 0.123
C -0.6599 2.1575 -3.1673 -3.1 -1.9 -0.9 -0.720
O -0.8196 2.8570 -4.1329 0.5 0.8 -0.7 0.071
N -1.5330 1.1512 -2.8223 -0.5 -1.0 -0.2 0.158
N 0.2452 2.2609 -2.2248 3.0 1.9 1.8 0.183
H -1.4181 0.7242 -1.9143 -0.1 -0.1 -0.4 0.034
H -2.1442 0.6936 -3.4834 0.2 0.4 0.0 0.123
H 0.5394 1.4970 -1.6332 -0.1 0.2 -0.3 0.061
H 0.8603 3.0487 -2.3703 0.3 -0.4 0.3 0.115
C -4.8591 -2.6610 0.2458 -1.1 -3.1 -0.6 -0.748
O -5.6071 -3.6317 0.1753 -0.1 0.9 1.2 0.057
N -4.3847 -2.0423 -0.7685 0.7 2.5 -5.8 0.137
N -4.1758 -2.1430 1.2424 0.2 -0.3 5.9 0.160
H -3.5988 -1.4364 -0.5805 -0.5 0.0 -1.1 0.051
H -4.7534 -2.1974 -1.6960 0.3 0.0 0.1 0.146
H -4.3922 -2.5585 2.1372 0.5 0.4 0.2 0.118
H -3.4234 -1.4797 1.1235 -0.3 -0.2 0.3 0.078
C 0.5253 4.5731 0.9785 1.8 -0.2 0.8 -0.683
O 1.6672 4.2784 1.3719 -0.5 -0.1 -1.1 0.023
N -0.5208 4.1398 1.6774 -2.1 -0.2 0.7 0.160
N 0.1674 5.3181 -0.0782 1.1 0.2 -0.4 0.196
H -1.4026 4.4792 1.3206 -0.3 -0.7 0.7 0.104
H -0.4145 3.3596 2.3099 -0.3 0.5 -0.3 0.083
H -0.8036 5.5288 -0.2596 0.6 0.1 -0.4 0.117
H 0.9356 5.6173 -0.6616 -0.5 0.3 -0.1 0.131
C -4.6970 2.2501 -1.5548 -7.1 -0.1 -4.4 -0.802
O -5.5477 2.9491 -2.1326 0.8 0.0 1.0 0.032
N -4.8602 0.9659 -1.3680 -1.3 -4.4 1.1 0.177
N -3.5404 2.5739 -1.2505 7.8 5.0 3.0 0.172
H -4.0814 0.4308 -1.0114 -0.3 0.0 -0.3 0.048
H -5.6275 0.4466 -1.7700 0.0 0.4 0.2 0.125
H -3.2273 3.4766 -1.5781 0.0 -0.1 0.0 0.140
H -2.8221 1.9323 -0.9464 -0.2 -0.1 -0.4 0.055
C -0.7852 -2.7450 -2.3374 -1.6 -4.0 -2.8 -0.837
O -0.9441 -3.7225 -3.0759 0.6 0.1 0.2 0.040
N 0.2768 -2.1076 -2.1006 6.9 1.6 -1.0 0.195
N -1.7338 -2.2557 -1.6492 -5.1 0.6 2.4 0.165
H 0.2522 -1.2042 -1.6497 0.3 -0.1 -0.2 0.068
H 0.9223 -2.3698 -2.8318 0.9 0.8 0.3 0.138
H -2.5295 -2.8704 -1.7441 -0.7 1.0 0.5 0.119
H -1.6299 -1.3141 -1.2988 -0.9 -0.3 0.3 0.067
```
Forces are in eV/Å.

Molecular formula: C13H3Cl5NO5SbSe4V
Method: DFT, ωB97M-V/def2-TZVPD

Results
HOMO level (spin up / spin down) ... -1.70 / -1.62 eV
Net charge ... -2
ΔE to the lowest compared entry with this formula, charge and spin ... 123.92 kcal per mole
Multiplicity ... 4
Kohn-Sham gap (spin up / spin down) ... 0.191 / 0.176 Eh

XYZ file:
```
33
Properties=species:S:1:pos:R:3:forces:R:3:lowdin_charge:R:1
V -0.5351 -0.2510 0.7005 -1.1 -1.5 -3.1 0.366
O 4.7734 -1.8928 2.3947 -0.2 0.1 -0.1 0.046
C 3.5746 -1.4621 1.8824 0.0 -0.5 -0.2 -0.280
C 3.2234 -0.1244 1.8608 -0.6 0.5 -0.4 0.072
C 1.9798 0.2281 1.3111 1.7 -1.3 0.3 -0.130
N 1.2233 -0.7122 0.7235 3.0 0.3 0.8 0.003
C 1.4662 -1.9927 0.9213 1.1 -1.4 -0.1 -0.148
C 2.6485 -2.4435 1.4651 0.1 0.6 0.0 0.094
C 0.1970 -2.7745 0.7410 0.3 -2.0 -0.2 -0.619
O 0.1800 -3.9507 0.4262 0.4 0.0 0.1 0.069
O -0.8274 -2.0528 1.0005 0.1 -1.7 0.7 -0.205
C 1.1308 1.3148 1.8033 1.1 2.9 1.2 -0.573
O 1.5598 2.3694 2.2579 -0.1 -0.9 -0.4 0.066
O -0.1237 0.9673 1.8164 1.4 3.1 3.6 -0.189
H 5.2720 -1.1258 2.7001 -0.1 -0.1 0.0 0.100
H 3.8368 0.6359 2.3294 -0.1 0.0 0.1 0.127
H 2.8170 -3.4930 1.6360 0.0 -0.1 0.0 0.129
Cl -1.1854 -1.7416 -1.8760 0.4 -0.1 -0.8 0.771
C -0.7607 -0.0874 -2.1992 0.2 0.2 0.2 -0.671
C -0.5754 0.7205 -1.0717 0.6 0.5 -1.6 -0.371
C -0.4955 2.0999 -1.3139 0.0 -0.4 0.2 -0.660
Cl -0.6496 3.1781 0.0331 0.1 0.3 -0.4 0.758
C -0.3815 2.6127 -2.6008 -0.1 -0.2 0.0 -0.713
Cl -0.1831 4.2994 -2.8566 0.0 0.3 0.0 0.654
C -0.4444 1.7519 -3.6940 -0.1 -0.1 0.2 -0.722
Cl -0.2634 2.3658 -5.2874 0.0 0.1 -0.3 0.638
C -0.6965 0.3957 -3.4962 0.0 0.1 0.1 -0.710
Cl -0.9372 -0.6381 -4.8480 0.0 -0.2 -0.1 0.659
Se -6.1669 -0.4484 2.6614 0.2 0.1 0.5 -0.066
Sb -4.9844 0.3461 0.6405 -1.7 0.4 -1.1 -0.361
Se -6.2545 -0.7870 -1.1161 0.6 -0.3 0.1 -0.300
Se -5.8578 2.6311 0.4964 0.5 0.0 0.5 -0.243
Se -2.5602 0.0613 0.5584 -7.9 1.3 0.1 0.410
```
Forces are in eV/Å.